1.
Formula: C8H18S
Source: the OMol25 dataset
Level of theory: ωB97M-V with the def2-TZVPD basis set

Structure (XYZ):
```
27
Properties=species:S:1:pos:R:3:forces:R:3
H 0.367 0.084 3.341 0.4 0.1 0.0
H -1.717 -2.619 -0.481 -0.1 -0.2 -0.1
H 0.087 3.054 1.126 0.0 -0.3 0.5
H -4.513 -1.795 -2.024 0.4 0.2 -0.2
H -3.034 -0.796 -1.873 -0.2 -0.2 -0.2
H 2.443 2.467 -0.911 -0.3 -0.2 -0.1
C 1.355 0.393 2.961 0.2 -0.2 -0.2
H 3.737 0.453 -0.128 -0.2 -0.3 0.1
S -2.365 -3.645 -1.073 0.1 0.2 0.1
H 1.412 1.144 -1.542 0.1 0.3 0.1
C 1.800 1.035 0.555 -0.3 0.1 0.6
H 2.473 -0.798 -0.339 0.3 0.2 0.1
H 1.958 -0.511 2.774 -0.4 0.4 0.2
H 1.857 0.997 3.736 -0.2 -0.3 -0.1
C 1.559 1.842 -0.700 -0.2 0.1 0.1
C 1.150 1.233 1.721 0.3 -0.1 -0.6
H -3.749 -1.099 -3.487 0.1 -0.1 0.4
C 2.860 -0.022 0.342 0.0 -0.1 0.3
C -2.691 -2.793 -2.647 0.2 -0.2 -0.4
C 0.128 2.322 1.949 0.1 0.1 -0.3
H 0.385 2.853 2.881 -0.2 -0.1 -0.3
H 0.674 2.496 -0.627 0.5 -0.3 -0.2
H -1.727 -2.561 -3.139 -0.5 -0.2 0.2
H -0.872 1.869 2.067 0.2 0.3 0.1
C -3.549 -1.545 -2.498 -0.2 0.1 0.0
H -3.209 -3.553 -3.263 0.3 0.4 0.3
H 3.181 -0.505 1.280 -0.1 0.2 -0.6
```
Positions in Å, forces in eV/Å.

Output
SMILES	CC(C)=C(C)C.CCS
E_HOMO	-8.552	eV
LUMO level	0.6	eV

2.
Formula: C19H17N5O3S2
Source: the OMol25 dataset
Level of theory: ωB97M-V with the def2-TZVPD basis set

Structure (XYZ):
```
46
Properties=species:S:1:pos:R:3:forces:R:3
C 2.837 0.518 -0.261 0.4 -0.7 0.2
N -0.106 2.861 1.089 -0.3 -0.1 0.5
C -0.832 -3.618 -0.294 0.1 0.3 0.0
C -3.064 1.236 1.313 -0.1 -0.3 0.0
C 1.679 -1.561 -0.759 -0.4 -0.5 -0.2
H -2.491 -1.159 2.420 -0.2 0.0 -0.1
H 3.981 -2.656 0.127 0.0 -0.1 0.0
C -0.427 -1.521 -1.587 -0.4 -0.3 -0.5
H -4.133 -1.694 1.972 0.2 0.1 0.0
H 5.924 1.062 0.994 0.1 0.0 0.0
H -0.829 2.180 0.921 0.1 0.0 0.0
H -3.264 3.301 0.575 0.0 0.2 0.0
O 1.507 4.179 0.227 0.3 0.3 0.1
O -0.487 -1.990 1.450 0.3 0.2 0.1
O -1.494 -1.124 -1.985 0.0 -0.2 -0.1
H 3.905 2.293 0.224 0.0 0.1 0.0
H 0.723 3.412 -2.059 0.0 0.1 0.2
H 5.965 -1.399 0.945 0.1 -0.1 0.0
C 3.992 -1.578 0.152 -0.1 0.1 -0.1
H -3.176 -2.678 -0.013 0.2 -0.1 0.0
C 0.704 0.638 -1.100 0.3 0.7 0.0
C 3.951 1.216 0.206 0.0 -0.1 0.0
C -4.040 1.758 -0.706 -0.2 -0.2 -0.1
H 0.284 2.926 2.014 0.0 0.0 -0.1
H -2.593 1.421 2.263 0.1 0.0 0.2
C 2.861 -0.893 -0.286 0.4 0.6 0.2
H -1.694 -4.074 -0.780 0.0 0.0 0.0
S -4.169 0.049 -0.668 0.2 0.4 0.5
C -3.181 -1.312 1.586 0.0 -0.1 0.2
N 1.421 -2.804 -0.865 0.6 -0.1 0.3
H -0.884 3.880 -1.454 0.0 0.0 0.0
C 0.565 3.440 0.074 -0.3 0.1 -0.3
C 5.063 0.521 0.633 0.0 0.0 0.0
H -0.241 -4.381 0.212 -0.1 0.0 0.0
N 0.623 -0.729 -1.184 0.5 0.1 0.2
H -4.414 2.292 -1.557 -0.1 0.2 -0.2
C 0.071 -2.943 -1.347 -0.2 -0.1 0.0
S -0.704 1.537 -1.587 -0.4 0.4 -0.2
C -1.267 -2.565 0.719 -0.2 -0.6 -0.1
N 1.744 1.244 -0.672 -0.6 0.1 -0.4
C 5.086 -0.871 0.606 0.0 -0.1 0.0
H 0.069 -3.534 -2.268 -0.1 0.1 0.0
C -0.038 3.207 -1.309 0.3 -0.4 -0.1
C -3.394 -0.011 0.879 -0.1 0.0 -0.3
N -2.598 -2.330 0.736 -0.5 0.0 0.1
C -3.438 2.253 0.404 -0.2 0.1 -0.1
```
Positions in Å, forces in eV/Å.

Output
SMILES	NC(=O)CSC1=Nc2ccccc2C2=N[C@@H](CC(=O)NCc3cccs3)C(=O)N12
E_HOMO	-8.247	eV
LUMO level	0.0	eV

3.
Formula: C3H8NO2
Source: the OMol25 dataset
Level of theory: ωB97M-V with the def2-TZVPD basis set

Structure (XYZ):
```
14
Properties=species:S:1:pos:R:3:forces:R:3
C 0.172 -0.937 -1.609 -1.5 -1.5 4.6
O 1.019 1.754 -0.325 -0.2 0.1 0.1
H 0.013 -0.109 -2.260 0.1 0.0 -1.0
N -0.820 -1.280 -0.797 2.6 2.9 -3.2
H 0.301 -1.859 0.875 -0.7 -0.1 0.0
C -0.740 -1.917 0.513 -0.3 -1.0 -0.8
H -1.468 -1.390 1.123 0.3 -0.1 0.3
H 1.514 1.506 1.618 0.0 -0.6 0.4
O -0.434 1.043 1.246 0.3 -1.1 -0.4
H 1.550 2.578 -0.226 -0.1 -0.9 -0.2
H -1.541 -0.635 -1.055 -1.7 -0.4 0.7
H -1.080 -2.949 0.310 0.3 0.3 0.7
C 0.682 1.314 0.931 0.0 2.5 0.1
H 1.084 -1.311 -1.175 0.9 0.0 -1.2
```
Positions in Å, forces in eV/Å.

Output
E_HOMO	-15.096	eV
total charge	+1
LUMO level	-5.5	eV

4.
Formula: C3H5O3Sm
Source: the OMol25 dataset
Level of theory: ωB97M-V with the def2-TZVPD basis set

Structure (XYZ):
```
12
Properties=species:S:1:pos:R:3:forces:R:3
H 1.691 2.694 0.475 0.8 -0.5 -0.6
Sm 0.843 -1.713 0.140 0.9 0.9 0.0
H 0.790 1.567 1.557 0.4 0.0 -0.1
C 1.143 1.745 0.529 -1.6 -2.2 1.9
O 1.510 0.485 -0.099 0.3 0.8 1.4
C -0.031 1.856 -0.478 1.6 3.9 -0.3
O -1.198 1.093 -0.224 1.4 -0.9 -0.9
C -1.215 -0.177 -0.008 -1.2 0.5 -1.3
H -0.435 2.878 -0.445 0.0 0.3 1.0
H -2.479 -1.567 -0.149 -0.8 -0.4 0.3
H 0.794 2.205 -1.260 -2.8 -2.4 -1.6
O -2.425 -0.605 -0.060 0.9 -0.1 0.1
```
Positions in Å, forces in eV/Å.

Output
spin multiplicity	7
expectation value of S²	12.158
E_HOMO (alpha / beta)	-24.519 / -24.376	eV
total charge	+3
LUMO level (alpha / beta)	-18.3 / -17.1	eV

5.
Formula: C28H61ClMnP2Si3
Source: the OMol25 dataset
Level of theory: ωB97M-V with the def2-TZVPD basis set

Structure (XYZ):
```
96
Properties=species:S:1:pos:R:3:forces:R:3
H -0.183 -5.564 -2.380 -0.2 0.1 0.1
H -0.548 4.804 0.804 0.2 -0.3 0.1
C -3.291 -3.893 1.252 -0.3 -0.1 0.2
H 1.268 3.698 -2.343 0.1 0.0 0.2
C -1.276 -3.732 -1.858 0.5 0.0 0.3
Cl 1.627 -0.385 -3.776 -0.8 0.3 -0.6
Si -1.894 3.003 1.913 0.9 -1.0 -0.8
H -0.523 0.108 -4.895 1.0 -0.2 0.0
H -0.550 2.271 3.868 -0.2 0.2 -0.1
H 3.663 -3.156 -2.029 0.0 0.0 0.1
H 1.371 -1.587 3.943 0.0 0.3 0.0
H -3.238 -4.888 1.715 -0.1 0.1 -0.1
H 3.049 -2.302 -0.589 0.0 -0.1 -0.1
H 1.766 -0.098 4.845 -0.2 -0.2 -0.1
H 1.645 2.505 3.165 0.3 -0.1 -0.1
Mn -0.403 0.383 0.250 0.0 0.3 0.0
C 1.559 3.471 -1.305 0.0 0.3 -0.1
H -1.212 -5.741 -0.931 0.1 0.2 -0.2
C -0.349 3.737 1.006 -0.3 0.5 0.1
H 1.257 -1.330 0.788 0.3 0.4 0.1
H -0.249 5.382 -2.291 -0.2 -0.1 0.1
C -1.448 -3.046 3.525 -0.2 -0.1 0.2
H -1.538 -2.039 -3.216 0.1 -0.2 0.0
H 0.653 -3.443 1.437 -0.3 0.0 -0.3
H -4.294 3.520 1.933 0.2 0.2 -0.1
H -1.943 -5.674 -2.533 0.2 0.0 0.1
C 2.640 2.400 -1.353 0.2 -0.2 -0.1
C -1.788 0.031 2.021 -0.1 0.7 -0.4
C -2.602 0.795 0.003 0.3 -0.3 0.1
H 2.655 2.567 1.695 0.0 -0.2 0.3
H 1.365 -5.728 -0.738 0.1 0.2 0.1
H -2.272 3.329 -1.190 0.3 0.0 -0.2
C -0.222 -3.616 0.784 -0.1 -0.3 0.1
H 0.274 -0.186 3.869 0.3 0.0 0.1
H 3.407 2.223 3.270 -0.3 0.1 -0.1
H -2.772 -1.238 -0.936 0.2 0.4 0.5
C 2.783 -2.681 -1.582 0.0 0.3 -0.3
H -1.141 -4.070 3.776 0.0 0.2 0.0
C -1.131 -5.262 -1.914 -0.4 0.0 -0.3
H -0.342 -4.712 0.693 0.2 0.4 0.1
H 0.876 1.089 -5.489 -0.2 -0.1 0.3
C 2.089 4.750 -0.659 0.1 0.2 -0.1
C 2.509 2.048 2.655 0.2 0.2 0.2
C -2.119 1.234 1.293 -0.8 0.0 0.7
C -1.365 -3.122 -3.260 -0.2 0.0 0.1
H 1.367 5.573 -0.691 0.1 -0.2 0.1
C -3.403 4.031 1.541 -0.2 0.2 0.2
H 3.991 -1.677 2.536 0.0 0.3 0.0
C 1.327 -0.487 3.912 0.2 0.1 0.2
H -1.426 1.751 -2.931 0.0 0.3 0.1
C -1.316 3.556 -1.688 0.4 0.0 0.4
P -0.005 2.827 -0.550 -0.5 -0.8 0.3
H 2.919 2.062 -0.348 -0.1 0.0 -0.2
H -2.202 -3.489 -1.310 0.3 0.0 -0.2
H 1.369 -3.966 -2.553 0.1 0.0 0.2
H -2.380 -2.829 4.062 0.2 0.0 0.0
H -0.447 -3.288 -3.834 -0.1 0.0 0.1
H -2.007 5.449 -2.479 0.2 -0.1 0.1
C 0.561 0.095 -5.156 0.1 0.2 -0.4
H 3.003 -5.296 -1.243 0.0 -0.1 0.1
C 4.039 -0.576 2.517 -0.1 0.1 0.2
H 2.304 1.536 -1.936 0.1 0.1 0.2
H 4.647 -0.270 1.654 -0.1 -0.1 0.2
H 2.387 4.586 0.382 -0.1 0.0 -0.1
C -1.198 5.084 -1.828 -0.3 0.0 -0.3
H 4.533 -0.232 3.441 0.0 -0.2 -0.3
H -1.215 3.916 4.098 0.0 -0.3 0.0
H -4.163 -3.372 1.674 0.1 -0.2 -0.1
Si 2.307 0.187 2.448 -0.5 -0.4 -1.1
H -2.090 3.221 -3.683 0.2 -0.1 0.1
H 2.033 0.034 -0.064 0.1 -0.3 0.5
Si -1.757 -2.927 1.697 0.8 0.8 -0.8
H 2.512 -1.830 -2.214 0.2 -0.3 0.4
H 3.543 2.797 -1.833 -0.1 0.0 0.0
C 1.633 -3.681 -1.521 -0.2 -0.2 0.1
H 2.978 5.078 -1.209 0.0 0.0 0.1
H -2.199 -3.583 -3.803 0.1 0.1 -0.1
H -0.337 2.988 -3.570 -0.1 0.1 0.1
C -2.497 -0.617 -0.073 0.0 -0.3 0.7
H -0.679 -2.351 3.873 -0.1 -0.1 -0.1
P 0.077 -2.851 -0.879 -0.4 -0.2 -0.2
H -3.060 1.427 -0.751 0.2 -0.1 0.1
H 0.789 -0.583 -5.989 -0.3 0.0 0.4
H -3.463 -4.018 0.177 0.1 0.0 0.3
C 2.099 -4.915 -0.754 0.0 -0.2 -0.2
C -1.976 -1.114 1.188 -0.5 0.1 -0.6
C -1.283 2.837 -3.041 -0.3 -0.1 0.0
H -1.306 5.619 -0.876 0.1 -0.2 -0.2
C 1.436 -0.236 0.833 0.4 0.1 0.1
H 2.362 -4.654 0.277 0.0 -0.1 -0.1
H -3.559 4.212 0.468 0.1 -0.1 0.3
H -1.514 0.013 3.078 0.1 0.0 -0.5
H -2.274 2.491 4.270 0.2 0.1 0.1
H -3.316 5.001 2.051 -0.1 -0.1 -0.2
H 0.523 3.702 1.683 -0.4 -0.2 -0.3
C -1.429 2.910 3.710 -0.3 0.2 0.3
```
Positions in Å, forces in eV/Å.

Output
spin multiplicity	4
expectation value of S²	3.828
E_HOMO (alpha / beta)	-6.743 / -6.367	eV
LUMO level (alpha / beta)	0.6 / 0.6	eV

6.
Formula: C4H8O2
Source: the OMol25 dataset
Level of theory: ωB97M-V with the def2-TZVPD basis set

Structure (XYZ):
```
14
Properties=species:S:1:pos:R:3:forces:R:3
O 0.760 0.228 -0.659 -0.2 -0.1 -0.2
H 2.421 1.192 0.166 -0.1 -0.1 -0.1
H -1.977 1.511 -0.043 0.1 0.1 0.2
C -2.138 0.428 -0.083 -1.0 0.2 -0.2
O -3.124 -0.029 -0.647 -0.6 1.8 0.0
H -1.985 -1.233 -0.345 3.5 -1.2 0.8
H 2.729 -0.434 -0.505 -0.1 0.1 0.0
H 2.401 0.935 -1.599 0.0 -0.1 0.2
H 0.822 -1.301 0.745 -0.1 0.1 -0.2
H -1.615 -1.093 1.313 0.0 0.5 0.4
C -1.237 -0.643 0.392 -0.7 -0.6 -0.4
C 2.142 0.489 -0.636 0.3 0.0 0.0
H 0.518 0.315 1.379 -0.5 -0.3 -0.3
C 0.282 -0.365 0.523 -0.4 -0.4 -0.1
```
Positions in Å, forces in eV/Å.

Output
SMILES	COCCC=O
E_HOMO	-10.062	eV
LUMO level	1.0	eV

E across the listed records, respectively: -713.77135 -2030.19404 -324.03284 -999.48928 -4265.90169 -307.59604 Eh.